[1]
Formula: C10H16O
Source: the Open Molecules 2025 dataset
Level of theory: wB97M-V/def2-TZVPD

Geometry as XYZ:
```
27
Properties=species:S:1:pos:R:3:mulliken_charge:R:1
C 0.620 -0.273 -2.977 -0.41
H -0.141 1.602 0.999 0.23
H 3.111 -0.781 -0.706 0.45
C 0.098 0.707 -0.857 0.39
C -0.852 1.419 0.078 -0.40
H -1.360 -1.198 4.352 0.23
H 1.802 0.656 0.551 0.27
O 2.691 -1.167 -3.390 -0.53
H -1.754 0.730 0.377 0.26
H 2.677 -0.703 -4.161 0.31
C -0.276 0.328 -2.112 -0.33
H -0.754 -3.082 4.080 0.23
H -0.561 3.499 -0.238 0.35
H -1.812 2.953 -1.268 0.38
H -2.382 -2.287 3.596 0.28
H 0.538 -1.418 2.534 0.29
H 0.439 -0.174 -4.068 0.21
C 1.402 0.332 -0.409 -0.30
C 1.891 -0.537 -2.501 0.42
H -1.987 3.218 0.386 0.41
H -0.313 -2.323 1.604 0.37
C -1.358 2.750 -0.355 -1.39
C -0.544 -1.657 2.446 -0.60
H -1.260 0.550 -2.507 0.36
H -0.888 -0.662 2.074 0.04
C 2.242 -0.374 -1.165 -0.68
C -1.269 -2.109 3.637 -0.84
```

Values from the calculation:
* structure (SMILES): CCc1ccc(O)cc1.CC
* HOMO energy: -8.46 eV
* Kohn-Sham gap: 9.31 eV
* F_max: 4.2 eV/Å
* relative energy (zero: lowest compared OMol25 entry of this formula, charge and spin): 2.8337 eV



[2]
Formula: C10H16O
Source: the Open Molecules 2025 dataset
Level of theory: wB97M-V/def2-TZVPD

Geometry as XYZ:
```
27
Properties=species:S:1:pos:R:3:mulliken_charge:R:1
C -0.313 2.278 0.291 0.70
H 1.627 -0.202 -0.575 0.37
C -0.052 0.483 -1.808 0.55
H -0.479 2.915 2.479 0.36
H -1.961 3.008 -0.867 0.30
C 0.486 -3.028 -0.568 -0.98
H 0.075 -4.018 -0.724 0.33
H 0.149 -1.522 2.581 0.33
H -0.311 -0.184 -3.650 0.30
H 1.556 1.697 1.032 0.43
H -0.861 -1.670 0.394 0.19
C -0.274 -2.525 0.704 -0.12
H 1.541 -2.920 -0.363 0.32
C 0.684 -2.147 1.853 -1.33
C 0.914 0.580 -0.824 -0.45
C -0.518 3.239 1.431 -1.41
H -1.584 1.782 -2.826 0.35
H 0.882 -2.920 2.614 0.42
H 0.158 4.111 1.417 0.27
C -0.977 1.505 -1.979 -0.73
H 0.114 -2.447 -1.417 0.12
O 0.251 -0.298 -2.898 -0.52
C -1.116 2.336 -0.849 -0.42
H -1.560 3.528 1.355 0.38
H 1.701 -1.805 1.698 0.33
H -0.967 -3.192 1.218 0.38
C 0.835 1.417 0.282 -0.49
```

Values from the calculation:
* structure (SMILES): Cc1ccc(O)cc1.CCC
* HOMO energy: -8.39 eV
* Kohn-Sham gap: 9.23 eV
* F_max: 4.2 eV/Å
* relative energy (zero: lowest compared OMol25 entry of this formula, charge and spin): 2.5296 eV



[3]
Formula: C10H16O
Source: the Open Molecules 2025 dataset
Level of theory: wB97M-V/def2-TZVPD

Geometry as XYZ:
```
27
Properties=species:S:1:pos:R:3:mulliken_charge:R:1
H 3.484 -1.803 0.409 0.28
C 2.978 -0.872 0.148 -1.17
H 1.867 2.299 0.486 0.40
H -3.166 -1.063 -0.333 0.21
C -2.600 1.609 -0.220 0.01
H 3.627 -0.534 -0.603 0.34
H 1.904 1.463 -1.444 0.63
H 1.441 -1.228 1.347 0.41
H -2.550 -2.547 -1.141 0.36
H 0.096 2.538 1.022 0.23
H -0.293 -2.093 -0.064 0.49
H -0.857 -1.216 -1.449 0.30
C -1.598 0.945 -0.193 -1.84
C 1.766 -0.558 0.603 -0.84
H 0.118 1.462 -1.619 0.36
C 1.082 0.841 -1.435 -1.71
H -3.345 2.271 -0.542 0.53
H -0.926 0.635 2.029 0.42
O -0.827 -0.189 1.716 -0.57
C -2.320 -1.848 -0.276 -1.22
C -0.919 -1.342 -0.379 -0.85
C 1.014 1.780 0.968 -1.25
H -2.513 -2.399 0.689 0.27
C 0.824 0.529 0.081 1.94
C -0.634 0.054 0.250 1.55
H 0.949 -0.089 -2.029 0.36
H 1.397 1.354 1.979 0.35
```

Values from the calculation:
* structure (SMILES): C#C[C@@](O)(CC)C(C)(C)C=C
* HOMO energy: -9.66 eV
* Kohn-Sham gap: 10.51 eV
* F_max: 5.2 eV/Å
* relative energy (zero: lowest compared OMol25 entry of this formula, charge and spin): 5.2851 eV



[4]
Formula: C10H16O
Source: the Open Molecules 2025 dataset
Level of theory: wB97M-V/def2-TZVPD

Geometry as XYZ:
```
27
Properties=species:S:1:pos:R:3:mulliken_charge:R:1
C -0.454 0.176 -0.778 0.58
H 1.530 2.621 0.442 0.37
O -0.925 3.944 0.820 -0.56
C -0.610 2.757 0.172 0.60
H 0.584 -2.835 1.123 0.26
H -2.517 0.358 -1.307 0.37
C 0.674 0.874 -0.469 -0.63
H -1.277 -1.842 -1.236 0.50
H 0.910 -3.258 2.755 0.35
C -0.371 -1.240 -1.393 -0.68
H 0.738 -1.879 -3.131 0.37
H 0.451 -1.659 -0.819 0.11
H 1.062 -0.382 1.492 -0.11
C 0.015 -1.100 -2.899 -1.15
H -0.870 -1.222 -3.532 0.28
H 1.689 0.525 -0.672 0.36
H 0.573 -0.170 -3.001 0.35
C 0.614 2.163 0.108 -0.59
H -2.680 2.731 -0.501 0.38
H -0.465 -2.363 2.351 0.27
H -0.301 4.090 1.548 0.31
H 2.343 -1.162 2.367 0.26
H 0.914 -0.655 3.282 0.30
C -1.792 2.133 -0.326 -0.42
C 0.596 -2.420 2.124 -0.97
C 1.245 -1.070 2.335 -0.31
C -1.676 0.882 -0.858 -0.60
```

Values from the calculation:
* structure (SMILES): CCc1ccc(O)cc1.CC
* HOMO energy: -8.43 eV
* Kohn-Sham gap: 9.30 eV
* F_max: 2.6 eV/Å
* relative energy (zero: lowest compared OMol25 entry of this formula, charge and spin): 1.5185 eV



[5]
Formula: C10H16O
Source: the Open Molecules 2025 dataset
Level of theory: wB97M-V/def2-TZVPD

Geometry as XYZ:
```
27
Properties=species:S:1:pos:R:3:mulliken_charge:R:1
C 1.093 0.094 0.252 -0.50
H 0.302 -2.419 -2.217 0.28
O 1.268 1.851 -1.396 -0.59
C 0.965 -0.035 1.632 -0.97
C 1.258 2.606 0.665 -0.66
H 0.899 -0.988 2.086 0.45
C -2.368 -1.402 -3.397 -1.12
H 1.110 2.086 4.362 0.24
H 1.187 3.615 0.243 0.34
C -1.970 -1.571 -1.824 -0.22
C 1.233 2.429 2.015 -0.63
H -1.668 -0.724 -3.887 0.27
H -3.375 -1.182 -3.498 0.36
H 1.164 -0.671 -0.538 0.50
H -2.724 -1.916 -1.165 0.39
H -0.152 -2.109 -0.548 0.22
H 1.326 1.085 -2.179 0.36
H -0.906 -3.423 -1.423 0.35
C 1.244 1.435 -0.158 0.81
H -2.164 -2.287 -3.975 0.34
C 0.990 1.085 2.426 1.02
H 1.660 0.313 4.409 0.26
C -0.644 -2.359 -1.530 -1.06
H 1.341 3.265 2.696 0.23
C 0.877 1.008 3.898 -1.10
H -0.176 0.769 4.420 0.23
H -1.771 -0.555 -1.370 0.19
```

Values from the calculation:
* structure (SMILES): Cc1ccc(O)cc1.CCC
* HOMO energy: -7.86 eV
* Kohn-Sham gap: 8.47 eV
* F_max: 7.2 eV/Å
* relative energy (zero: lowest compared OMol25 entry of this formula, charge and spin): 3.2323 eV



[6]
Formula: C10H16O
Source: the Open Molecules 2025 dataset
Level of theory: wB97M-V/def2-TZVPD

Geometry as XYZ:
```
27
Properties=species:S:1:pos:R:3:mulliken_charge:R:1
O 1.325 -2.627 -0.719 -0.53
H -0.319 -0.566 -1.578 -0.01
C 0.677 -1.932 0.254 0.46
C -0.860 1.546 -1.294 -1.28
H -1.714 1.142 -0.759 0.26
C 1.403 0.696 -2.113 -1.36
H -0.686 1.773 3.283 0.38
C -0.086 0.419 -1.982 0.25
C -1.135 1.296 2.413 -1.30
H 1.485 1.578 -2.761 0.40
C -1.233 -0.993 1.370 -0.43
H -1.341 -2.797 0.352 0.32
C 1.482 -1.017 0.953 -0.44
C -0.491 0.025 1.915 0.42
H -0.186 2.167 -0.710 0.28
C 0.903 -0.104 1.807 -0.44
H -1.216 2.225 -2.044 0.49
H 1.571 0.486 2.417 0.36
H 1.894 0.869 -1.152 0.29
C -0.645 -2.008 0.592 -0.56
H 1.981 -0.064 -2.625 0.34
H 2.541 -1.122 0.779 0.47
H -1.205 1.969 1.551 0.20
H -2.142 1.032 2.701 0.38
H 0.773 -3.373 -1.005 0.33
H -2.310 -0.863 1.345 0.33
H -0.466 0.241 -2.992 0.40
```

Values from the calculation:
* structure (SMILES): Cc1ccc(O)cc1.CCC
* HOMO energy: -8.37 eV
* Kohn-Sham gap: 9.21 eV
* F_max: 1.4 eV/Å
* relative energy (zero: lowest compared OMol25 entry of this formula, charge and spin): 1.3304 eV



[7]
Formula: C10H16O
Source: the Open Molecules 2025 dataset
Level of theory: wB97M-V/def2-TZVPD

Geometry as XYZ:
```
27
Properties=species:S:1:pos:R:3:mulliken_charge:R:1
H -1.425 1.008 3.455 0.34
H 1.920 -3.047 -1.311 0.26
C 1.343 -0.929 -1.201 0.59
H -1.764 -2.783 3.565 0.37
C -2.542 -0.872 3.132 -0.31
C 0.056 -0.637 -0.781 -0.80
H -2.706 -0.750 4.153 0.31
C 0.319 1.584 -1.551 0.54
H -2.841 1.376 2.640 0.35
C 2.099 -2.127 -0.699 -1.21
H -3.505 -1.025 2.636 0.28
H 3.192 -0.200 -2.068 0.34
C -1.548 -2.012 2.823 -0.99
C 1.588 1.310 -2.077 -0.44
C -2.072 0.579 2.718 -0.81
H 2.190 1.931 -2.785 0.26
H -1.345 0.941 -0.406 0.49
H -1.783 -2.531 1.875 0.24
H 0.451 3.558 -1.896 0.30
O -0.095 2.900 -1.466 -0.53
H -1.574 0.553 1.742 -0.06
C 2.160 0.045 -1.867 -0.78
H -0.541 -1.464 -0.470 0.54
H 3.174 -2.052 -0.633 0.37
H 1.735 -2.300 0.319 0.27
C -0.400 0.656 -0.871 -0.20
H -0.461 -1.933 2.933 0.28
```

Values from the calculation:
* structure (SMILES): Cc1ccc(O)cc1.CCC
* HOMO energy: -8.26 eV
* Kohn-Sham gap: 9.20 eV
* F_max: 3.2 eV/Å
* relative energy (zero: lowest compared OMol25 entry of this formula, charge and spin): 1.9208 eV



[8]
Formula: C10H16O
Source: the Open Molecules 2025 dataset
Level of theory: wB97M-V/def2-TZVPD

Geometry as XYZ:
```
27
Properties=species:S:1:pos:R:3:mulliken_charge:R:1
C -1.248 -1.617 -1.709 -1.16
C 0.331 0.826 1.416 -0.65
H -1.830 0.749 -2.462 0.28
H 3.399 0.862 0.107 0.34
C -2.387 -0.827 -1.088 0.04
H -2.322 -0.877 0.006 0.04
C 2.470 0.434 0.434 -0.56
C 1.458 1.347 0.788 0.66
H -0.330 1.555 1.886 0.35
H -0.274 -1.311 -1.325 0.18
H 2.604 3.117 0.269 0.39
C 1.042 -1.403 0.987 0.62
H -0.903 -0.868 1.803 0.37
H 3.028 -1.683 0.418 0.41
H 0.906 3.448 0.558 0.35
C 0.080 -0.541 1.496 -0.31
H -3.354 1.059 -1.580 0.34
C 1.739 2.826 0.874 -1.49
H -3.343 -1.297 -1.343 0.35
H -1.181 -2.690 -1.533 0.35
H 0.150 -3.035 1.574 0.31
H -1.174 -1.392 -2.769 0.41
O 0.943 -2.765 1.085 -0.55
H -1.769 1.305 -0.877 0.15
C -2.361 0.633 -1.514 -0.97
C 2.296 -0.920 0.608 -0.56
H 2.029 3.067 1.891 0.32
```

Values from the calculation:
* structure (SMILES): Cc1ccc(O)cc1.CCC
* HOMO energy: -8.38 eV
* Kohn-Sham gap: 9.22 eV
* F_max: 1.5 eV/Å
* relative energy (zero: lowest compared OMol25 entry of this formula, charge and spin): 1.0738 eV



[9]
Formula: C10H16O
Source: the Open Molecules 2025 dataset
Level of theory: wB97M-V/def2-TZVPD

Geometry as XYZ:
```
27
Properties=species:S:1:pos:R:3:mulliken_charge:R:1
H 3.181 -0.295 -1.961 0.35
H -3.192 1.879 1.873 0.32
O -2.976 1.129 1.282 -0.49
H 1.201 1.224 -4.244 0.37
C -1.845 0.549 1.363 1.02
C 1.963 -1.089 1.282 -1.41
H 2.647 1.169 -2.473 0.31
H 1.915 -2.172 0.974 0.30
H -0.251 1.060 -3.275 0.31
H 1.767 0.204 -1.154 -0.07
C 0.531 -0.551 1.314 0.57
H 0.596 -1.369 -2.525 0.17
H 1.836 -1.140 -4.014 0.21
H 2.659 -0.629 0.655 0.32
H -1.368 1.574 3.231 0.22
H 1.114 0.766 2.726 0.58
C -1.659 -0.435 0.320 -1.08
H -0.194 -1.946 -0.257 0.34
H 0.029 -0.046 -4.727 0.29
C 2.193 0.148 -2.129 -0.74
C -0.982 0.858 2.448 -0.81
H 2.494 -0.970 2.237 0.42
C 0.549 0.513 -3.789 -1.23
C 1.279 -0.598 -3.005 -0.02
C 0.322 0.412 2.246 -0.66
H -2.170 -0.557 -0.535 0.54
C -0.427 -1.105 0.485 -0.17
```

Values from the calculation:
* structure (SMILES): Cc1ccc(O)cc1.CCC
* HOMO energy: -7.93 eV
* Kohn-Sham gap: 8.69 eV
* F_max: 7.0 eV/Å
* relative energy (zero: lowest compared OMol25 entry of this formula, charge and spin): 3.7431 eV



[10]
Formula: C10H16O
Source: the Open Molecules 2025 dataset
Level of theory: wB97M-V/def2-TZVPD

Geometry as XYZ:
```
27
Properties=species:S:1:pos:R:3:mulliken_charge:R:1
C -1.026 0.043 1.773 1.34
H -0.751 1.413 -3.169 0.39
O 2.961 0.445 1.164 -0.59
H -0.817 -1.976 2.469 0.38
C 0.724 1.130 0.601 -0.51
C -0.331 -0.605 -2.207 0.31
H -2.998 -0.687 1.768 0.37
C 1.566 0.127 1.113 0.29
C -0.582 1.130 1.034 -0.84
C -0.315 -1.118 1.961 -0.65
H -1.192 -1.007 -2.855 0.34
H 1.329 1.965 0.311 0.47
H -0.747 1.319 -1.345 -0.05
H 1.517 -1.245 -3.431 0.36
H 1.848 -0.650 -1.877 0.24
H -0.433 -0.975 -1.162 -0.11
C -0.234 1.000 -2.291 -0.81
H -1.276 1.972 0.773 0.29
H 1.120 -2.147 -2.041 0.35
H 1.845 -1.889 1.831 0.31
H -2.727 0.380 3.147 0.29
H 0.777 1.199 -2.116 0.29
H -2.905 0.918 1.545 0.46
C -2.458 0.190 2.092 -1.63
H 2.986 1.298 1.810 0.39
C 1.050 -1.136 -2.461 -1.34
C 1.070 -1.093 1.563 -0.35
```

Values from the calculation:
* structure (SMILES): Cc1ccc(O)cc1.CCC
* HOMO energy: -8.75 eV
* Kohn-Sham gap: 9.48 eV
* F_max: 4.1 eV/Å
* relative energy (zero: lowest compared OMol25 entry of this formula, charge and spin): 3.0344 eV



[11]
Formula: C10H16OS
Source: the Open Molecules 2025 dataset
Level of theory: wB97M-V/def2-TZVPD

Geometry as XYZ:
```
28
Properties=species:S:1:pos:R:3:mulliken_charge:R:1
S 2.263 3.032 -0.340 -0.15
H 2.190 1.696 1.712 0.52
H 1.355 -1.628 -0.145 0.58
C -2.273 -1.325 1.061 -0.47
H -0.354 0.585 0.284 0.09
H -1.951 -1.144 3.834 0.31
H 0.812 -1.473 2.400 0.48
H 0.803 -1.661 -2.399 0.39
C 1.647 2.237 -1.958 -0.43
C -1.981 -1.455 -0.331 -0.06
H -0.287 2.464 0.543 0.45
H -0.796 -2.117 -3.010 0.36
C 0.122 -1.504 1.614 -0.80
C -1.262 -1.299 1.910 0.59
C -0.640 -1.492 -0.806 0.50
H 1.544 1.284 -1.706 -0.11
H 0.871 2.812 -2.567 0.26
H -0.232 1.317 1.891 0.21
H 2.056 0.542 0.299 0.13
H -2.898 -1.406 -1.007 0.27
H -0.604 -0.412 -2.610 0.32
H -3.384 -1.055 1.226 0.25
H 2.460 2.508 -2.604 0.35
C 1.707 1.542 0.868 -0.71
C 0.397 -1.512 0.201 -0.77
C 0.114 1.452 0.811 -0.62
O -1.460 -0.645 3.129 -0.48
C -0.218 -1.342 -2.299 -1.44
```

Values from the calculation:
* structure (SMILES): Cc1ccc(O)cc1.CCSC
* HOMO energy: -8.19 eV
* Kohn-Sham gap: 8.99 eV
* F_max: 9.0 eV/Å
* relative energy (zero: lowest compared OMol25 entry of this formula, charge and spin): 3.6247 eV



[12]
Formula: C10H16S
Source: the Open Molecules 2025 dataset
Level of theory: wB97M-V/def2-TZVPD

Geometry as XYZ:
```
27
Properties=species:S:1:pos:R:3:mulliken_charge:R:1
H 1.223 0.251 -0.666 -0.35
H -3.446 -1.906 -0.496 0.35
H 0.132 0.855 2.458 0.37
H -0.926 -1.254 2.044 0.31
C 2.628 -1.842 0.165 -0.74
C -2.993 0.779 0.239 -0.44
C 2.604 1.627 -1.551 -1.04
C -1.396 -0.383 1.607 -0.46
H -3.869 0.651 -0.385 0.37
C -1.237 2.012 1.317 -0.49
H 2.451 2.229 -0.656 0.28
H 2.394 2.165 -2.474 0.30
H -2.800 2.885 0.082 0.38
C 1.838 0.287 -1.569 0.16
H 3.570 -2.189 0.598 0.34
H 1.169 0.310 -2.423 0.43
C -3.251 -1.704 0.560 -1.46
C -2.377 1.988 0.511 -0.46
C -2.492 -0.433 0.764 0.89
H 3.692 1.496 -1.535 0.34
H 1.946 -2.690 0.263 0.27
H -4.204 -1.644 1.088 0.30
H -0.675 2.929 1.416 0.39
H 2.284 -1.087 0.879 0.17
H -2.744 -2.594 0.932 0.36
S 2.889 -1.188 -1.474 -0.16
C -0.774 0.840 1.865 -0.43
```

Values from the calculation:
* structure (SMILES): Cc1ccccc1.CCSC
* HOMO energy: -8.38 eV
* Kohn-Sham gap: 9.24 eV
* F_max: 1.4 eV/Å
* relative energy (zero: lowest compared OMol25 entry of this formula, charge and spin): 0.5513 eV